C51H47AsN4O2RuS2 | the ωB97M-V functional and the def2-TZVPD basis

Atoms and positions in Å:
Ru -0.573 1.271 0.471
As -1.405 -2.832 -1.581
S -3.308 4.284 0.401
S -0.866 5.382 -0.864
O -2.290 3.033 -4.357
O -1.425 0.230 -1.441
N -1.653 2.350 -2.163
N 2.473 3.397 -1.822
N 0.065 0.899 3.411
N -1.465 2.738 -0.844
C 1.382 -2.627 -2.911
C -1.850 3.969 -0.498
C -2.510 1.428 -6.087
C -3.254 6.095 0.287
C 0.535 -2.377 -1.795
C -0.055 0.350 2.110
C 2.043 3.116 -3.179
C 2.031 2.537 -0.775
C 0.711 1.927 5.318
C 1.119 -2.835 1.713
C 1.311 -5.313 2.209
C -1.863 0.705 -3.813
C -0.808 -7.052 -1.652
C 1.685 5.075 2.097
C -1.723 -3.083 1.394
C 1.395 -4.214 1.401
C -2.390 0.457 3.838
C 0.749 -5.577 3.511
C -2.350 -5.179 -3.069
C 0.141 -2.233 2.815
C 0.864 -3.415 4.930
C -0.223 3.665 2.035
C -1.616 -0.555 -4.330
C 2.633 -1.979 -2.976
C -2.189 0.170 -6.565
C -1.020 -2.596 0.280
C -2.486 -6.542 -3.326
C 0.230 -1.891 0.588
C 2.211 4.421 0.973
C -2.249 1.778 -4.746
C 0.493 4.657 2.666
C 2.258 -1.067 -0.767
C 0.784 -2.309 4.153
C -1.233 -2.819 2.694
C -1.709 -0.822 -5.695
C 2.622 1.448 3.690
C 1.614 3.258 0.470
C 0.075 -0.947 1.792
C -1.672 1.051 -2.376
C -1.430 -4.750 -2.075
C 3.939 3.746 -1.777
C 1.033 -1.679 -0.670
C -0.710 -5.680 -1.377
C -1.736 -7.470 -2.587
C -1.051 0.970 4.248
C -2.215 6.543 -0.715
C 3.031 -1.202 -1.913
C -0.645 1.589 5.419
C 1.188 1.434 4.104
C 0.453 2.868 1.124
C 0.649 -4.807 4.644
H 1.135 -1.375 4.579
H -1.891 2.937 -3.127
H 0.306 -6.535 3.531
H 4.000 -0.695 -1.939
H -2.345 -0.069 -7.598
H -2.897 -4.444 -3.649
H -0.262 -7.818 -1.070
H -1.288 1.785 6.246
H -3.142 -6.917 -4.083
H 3.121 4.880 0.544
H 4.143 4.420 -0.952
H 4.193 4.217 -2.758
H 2.134 4.061 -3.766
H 1.689 -6.258 1.770
H -3.059 0.293 4.700
H 2.571 -0.405 0.020
H -2.889 2.193 -6.722
H 2.794 1.766 -0.506
H 3.255 -2.028 -3.859
H 3.129 2.426 3.897
H 0.991 2.834 -3.203
H 2.178 5.939 2.483
H 3.153 0.677 4.256
H -2.596 6.711 -1.769
H -1.498 -1.828 -6.057
H -4.280 6.419 0.078
H -2.996 6.414 1.308
H 2.668 1.123 2.659
H 1.065 -3.269 -3.702
H 1.730 -4.419 0.382
H 0.124 -5.246 5.491
H -1.874 -8.540 -2.792
H 4.529 2.799 -1.695
H -1.221 3.439 2.379
H -2.914 1.181 3.196
H 0.010 -5.317 -0.668
H 1.154 1.900 -1.046
H -1.861 -3.079 3.545
H -2.332 -0.454 3.225
H 0.017 5.196 3.464
H 2.045 -2.213 1.756
H 1.232 -3.197 5.956
H -2.711 -3.517 1.251
H -1.303 -1.313 -3.618
H -1.731 7.498 -0.436
H 1.330 2.488 5.984
H 2.650 2.348 -3.727

Calculated values
Orbital gap (alpha / beta) (eV): 5.3145 / 5.6576
Maximum force (eV/A): 4.39
2S+1: 6
E_LUMO (alpha / beta) (eV): 2.060 / 1.387
Expectation value of S²: 8.817
Charge: -1
Energy above the lowest of the compared OMol25 structures with the same formula, charge and spin (kcal/mol): 70.80

---

C51H47CaGeN5O2S | the ωB97M-V functional and the def2-TZVPD basis

Atoms and positions in Å:
Ge -1.400 -1.783 2.223
Ca -0.157 0.092 -0.161
S 1.938 0.935 -2.240
O 2.115 1.522 -3.574
O 1.335 1.857 -1.269
N 0.524 3.493 -4.419
N -2.101 2.747 -3.497
N -1.265 1.745 1.257
N 1.079 -0.356 -2.216
N -1.500 -1.070 -1.993
C 5.313 0.927 -0.068
C 2.431 -1.656 6.095
C 5.425 -0.927 -1.605
C 0.659 1.434 2.689
C -2.813 -2.588 -3.929
C -1.389 -3.782 0.125
C -3.452 -2.221 -2.781
C -0.402 2.731 -5.315
C -1.423 -0.632 4.769
C 2.684 1.570 3.995
C -0.203 4.363 -3.440
C 1.176 0.401 1.875
C -3.364 2.699 2.029
C 0.387 -4.246 -1.433
C -3.297 -2.272 2.370
C -4.697 3.057 1.735
C 0.736 -2.698 0.375
C 1.131 -1.308 5.656
C 0.513 -2.065 -5.489
C -1.473 -2.193 -4.145
C -0.574 -2.889 0.831
C -0.768 -2.504 -5.333
C -2.558 2.126 1.027
C 0.522 -1.023 -3.299
C 5.988 -0.166 -0.585
C -1.488 2.489 3.515
C 2.478 -0.007 2.193
C 3.523 0.520 -1.594
C 2.682 -3.133 4.219
C 0.631 -1.864 4.452
C -0.663 -1.471 3.990
C -0.725 1.910 2.456
C 1.399 2.011 3.730
C -5.213 2.853 0.485
C -2.773 2.870 3.306
C 3.224 0.548 3.226
C -1.371 1.932 -4.453
C -4.406 2.287 -0.522
C -0.840 -1.443 -3.132
C -2.748 -1.447 -1.841
C -3.110 1.934 -0.260
C 4.184 -0.588 -2.112
C 4.067 1.279 -0.571
C -0.944 -0.118 5.992
C 1.211 -3.367 -0.745
C -1.207 3.526 -2.656
C 0.316 -0.427 6.410
C 1.162 -1.328 -4.475
C -0.912 -4.458 -0.988
C 1.437 -2.803 3.766
C 3.195 -2.541 5.391
H 5.744 1.502 0.740
H -2.501 1.521 -1.059
H 4.224 0.184 3.435
H 1.394 -2.019 0.910
H -2.068 1.400 -5.099
H -4.811 2.134 -1.515
H -3.317 -3.177 -4.685
H -1.556 -5.153 -1.512
H -2.786 3.334 -3.957
H -3.793 -1.600 3.068
H 5.951 -1.787 -1.996
H -1.042 2.577 4.494
H -0.650 2.847 -2.006
H 1.047 -3.280 2.878
H -0.696 5.149 -4.015
H 1.154 4.063 -4.980
H -3.245 -1.128 -0.928
H 2.182 -1.001 -4.624
H -0.806 1.173 -3.903
H 0.210 2.081 -5.939
H 4.185 -2.804 5.739
H 0.994 2.821 4.323
H 2.226 -3.191 -1.082
H 2.804 -1.213 7.011
H 3.509 2.107 -0.157
H 6.956 -0.439 -0.185
H -1.260 -3.085 -6.103
H -1.788 4.184 -2.009
H 1.057 -2.294 -6.396
H -3.809 -2.203 1.411
H 0.540 4.811 -2.781
H -5.305 3.494 2.518
H 0.754 -4.766 -2.309
H -1.574 0.535 6.583
H -6.236 3.127 0.264
H -2.407 -0.321 4.434
H 3.725 -1.186 -2.889
H 1.138 2.785 -3.933
H -0.925 3.454 -5.943
H -2.409 -3.958 0.448
H 2.953 -0.800 1.616
H -4.476 -2.503 -2.584
H 3.277 -3.861 3.681
H -3.363 3.292 4.112
H -3.396 -3.291 2.750
H 3.256 2.018 4.798
H 0.709 -0.016 7.333

Calculated values
Orbital gap (alpha / beta) (eV): 6.2640 / 6.7243
Maximum force (eV/A): 0.20
2S+1: 2
E_LUMO (alpha / beta) (eV): -2.306 / -2.804
Expectation value of S²: 0.757
Charge: +1